28 unconnected molecules or ions with the total composition C29H31BrCl81FNO in a non-equilibrium geometry, computed with ωB97M-V with the def2-TZVPD basis set.

Structure (XYZ):
```
145
Properties=species:S:1:pos:R:3:lowdin_charge:R:1
Cl -4.10399 6.28619 -0.26825 0.480
H -2.29788 9.13310 -4.56891 -0.081
C -5.62107 -0.92785 6.07252 -1.554
H 3.44461 -13.28413 -7.08964 -0.044
Cl -0.92462 2.03949 7.65141 0.535
Cl 2.39396 -15.32579 -6.58749 0.516
H 1.51424 -8.02965 -4.37972 -0.068
H -3.63912 4.76685 -5.09139 0.022
H -1.86055 10.56456 5.17891 0.016
Cl -11.17025 5.91524 0.12268 0.532
C -2.65276 10.15613 -4.46044 -1.547
Cl 9.53601 -6.90847 -4.32031 0.517
Cl 15.90167 -6.55531 -3.77625 0.519
Cl 5.79799 -4.76902 -3.91055 0.501
Cl -1.43895 5.85985 0.81537 0.482
H 13.55304 -6.50003 -3.82941 -0.059
Cl 2.93043 4.11392 8.95052 0.571
Cl 4.60658 -2.52638 -2.48841 0.495
H -5.37012 -1.41551 7.01176 -0.051
C 4.55833 -4.27769 -2.74702 -1.555
Cl -6.49457 -2.08350 5.05957 0.534
C 0.40505 -7.25680 4.08878 -1.521
Cl 1.58944 -11.59085 -4.74263 0.523
C 1.45118 0.90198 2.92758 -0.696
Cl -0.22757 -5.66069 4.52025 0.493
Cl 1.96770 5.93628 -3.62933 0.542
Cl 1.99269 -3.67618 2.64280 0.513
Cl 3.94176 -2.22896 1.03885 0.504
C 5.45457 -1.09129 -6.40056 -1.541
Cl -4.11525 -0.42725 5.28597 0.459
Cl -5.44285 4.51478 4.14375 0.554
Cl -1.54955 14.38442 -5.46039 0.505
Cl 1.60426 6.64276 -0.83158 0.505
H 5.59062 -9.45637 -8.31401 0.021
Cl 14.06761 -5.86396 -1.62606 0.513
H -1.85598 1.49750 2.36690 0.038
H -2.25525 -4.90214 6.71949 0.010
H 4.60909 -0.71725 7.36310 0.018
C -9.64989 5.01204 0.12976 -1.530
Cl 6.22856 0.49224 6.16342 0.536
Cl 2.11383 -5.76570 -4.58863 0.569
C -4.62149 -5.19290 0.85560 -1.559
C 0.09133 1.74709 3.07586 -0.120
Cl 5.93601 -1.14049 -8.10175 0.528
Cl 7.71847 -10.41711 -8.03518 0.514
Br 2.73439 1.50895 1.56289 0.762
C 0.45631 -11.05540 -3.49395 -1.505
Cl -8.27976 6.08195 -0.19565 0.488
C -2.82595 6.96026 0.75163 -1.479
H -2.49735 7.90057 0.31270 0.025
Cl 0.78560 3.28056 5.64895 0.628
Cl 6.40653 -8.42408 -6.36764 0.490
C -8.23201 10.37463 -0.76510 -1.531
H 6.33522 -1.27958 -5.78976 0.017
Cl -3.16080 -4.78308 -0.05605 0.505
C 5.07478 -0.83003 6.38630 -1.490
Cl -9.42355 4.17893 1.67410 0.507
H -1.52910 0.52404 3.71663 0.189
H 0.02827 2.63509 2.34388 0.099
C 0.80385 6.44233 -2.39772 -1.550
Cl 12.00060 -7.89309 -5.51267 0.554
C -5.58500 3.15654 3.02313 -1.483
Cl -0.36350 -9.56813 -3.99362 0.561
Cl -3.97099 -3.43305 7.37022 0.579
Cl 5.24886 -11.07580 -6.64340 0.531
Cl 3.80703 -0.76304 5.15269 0.622
Cl -2.85618 16.46574 -3.90376 0.522
Cl -3.91308 9.45548 4.88538 0.495
Cl -2.44600 10.98434 -6.00915 0.520
Cl -1.25683 -2.77931 6.54857 0.505
Cl -0.78880 -8.51384 4.44063 0.532
C -1.17069 2.17482 -0.44558 -1.467
N -1.12920 0.89430 2.83218 0.083
Cl -4.17549 2.08995 3.15645 0.486
Cl -5.75801 3.72784 1.36216 0.511
C 2.40150 4.14931 10.64052 -1.496
Cl -1.59249 2.01316 -2.15329 0.565
C 10.50046 -8.34569 -4.68922 -1.516
C -2.73635 10.73690 4.55697 -1.535
Cl -5.75326 -3.72386 -1.86192 0.550
Cl -8.22525 -4.38030 -0.47668 0.547
Cl -4.11069 13.85649 -4.18549 0.503
C 14.31873 -5.87324 -3.37773 -1.559
Cl -6.81019 9.34162 -0.98418 0.487
Cl 9.56980 -9.48261 -5.67320 0.495
H -0.81554 1.21078 -0.08685 0.004
Cl 0.12824 3.36150 -0.24010 0.516
Cl -2.23048 10.70061 2.86155 0.509
Cl 5.90177 -2.39307 6.33907 0.525
C 3.22284 -14.18564 -7.65680 -1.564
C -3.10251 15.07845 -4.97376 -1.534
Cl 4.74903 -14.86909 -8.23313 0.522
O 1.67630 -0.06402 3.67101 -0.089
Cl 4.25945 -2.34869 -6.05551 0.494
C 2.27448 -7.40057 -3.92544 -1.517
Cl -6.63220 0.47968 6.42669 0.542
F -0.86910 -0.09649 1.92136 0.070
C -3.58683 5.50011 -4.28925 -1.481
H 3.29749 -1.82765 3.26309 -0.120
Cl -2.24068 6.59843 -4.62333 0.553
Cl -0.00267 7.94044 -2.88161 0.499
H 0.11699 2.20696 4.13968 -0.003
C 0.25841 3.31848 7.34242 -1.535
C -7.30345 -3.10027 -1.27756 -1.508
H 1.12938 3.14346 7.97560 -0.102
Cl 2.18444 -13.74369 -9.01936 0.519
Cl 14.16043 -4.23959 -4.03813 0.515
Cl -3.40943 12.31878 4.97016 0.533
H 3.26805 3.97125 11.27394 0.021
Cl -9.63202 9.39401 -0.31231 0.506
Cl -8.56545 11.29933 -2.23560 0.529
H -5.45762 -5.23579 0.16207 -0.066
Cl -1.69513 10.94665 -3.19944 0.502
Cl -4.45137 -6.77803 1.62187 0.540
Cl 2.01633 -7.39179 -2.17487 0.504
Cl 1.72938 5.73253 11.04795 0.543
Cl -3.31776 4.64265 -2.76406 0.471
Cl -4.96657 -3.95063 2.06767 0.475
Cl -7.05165 -1.73515 -0.18014 0.512
H 3.58249 -4.53700 -3.15546 -0.079
Cl 4.81670 0.50523 -5.98077 0.512
C 6.16502 -9.79719 -7.45521 -1.503
Cl 1.21553 2.87183 10.94513 0.544
Cl -2.59292 2.62794 0.51032 0.541
Cl 0.86947 -7.29988 2.38260 0.521
H 10.75847 -8.83458 -3.75205 0.019
Cl 4.78896 -3.63158 3.44316 0.526
Cl -3.07041 -4.07274 4.67732 0.468
Cl -5.11735 6.38546 -4.24326 0.540
H -8.02665 11.07564 0.04117 0.018
H 1.29139 -7.44808 4.69010 0.020
C 3.48193 -2.72187 2.67496 -1.566
C -2.59389 -3.92709 6.37415 -1.517
H -7.87618 -2.74973 -2.13359 0.017
H -9.69216 4.26410 -0.65920 0.018
H 0.04863 5.66375 -2.29963 -0.022
Cl 1.29240 -10.82450 -1.95110 0.525
Cl -0.41538 4.89995 7.74646 0.555
H -0.29709 -11.82896 -3.36111 0.018
Cl 3.86135 -8.07443 -4.31534 0.510
H -3.61839 15.42301 -5.86746 0.017
Cl -3.43510 7.28858 2.37906 0.502
Cl -4.36152 10.10633 -4.00428 0.500
Cl 4.76778 -5.13771 -1.21594 0.514
H -6.47444 2.58685 3.28597 0.023
```

Computed properties:
Net charge: +1
LUMO: -3.496 eV
E: -1121177.8734 eV
Highest occupied orbital energy: -0.435 Ha
Multiplicity: 1
Orbital gap: 0.3063 Ha

A molecular structure, C29H31CeN5O2SSi in a non-equilibrium geometry, computed with ωB97M-V with the def2-TZVPD basis set.

Structure (XYZ):
```
70
Properties=species:S:1:pos:R:3:nbo_charge:R:1
C 2.48450 0.44449 3.56494 -0.246
C -0.71066 1.89312 -2.96687 -0.437
C 0.54567 4.23565 0.93093 -0.189
C -2.84102 3.55447 -1.36680 -1.112
H -1.91630 0.26483 4.41831 0.213
H -0.13561 -2.82958 -3.13741 0.257
N 0.66916 0.10483 -2.14917 -0.596
H -1.30396 -4.07217 -1.34002 0.252
H -3.75011 4.14177 -1.51702 0.243
H -1.15728 4.88259 -3.97358 0.238
H 3.73982 -5.20012 0.61619 0.229
C -0.22138 -3.99821 -1.33092 -0.233
H 2.18968 1.55606 -4.74926 0.233
C 0.51612 -4.57176 -0.29409 -0.240
H 0.81924 5.85238 2.33721 0.230
C 0.26877 2.12632 -3.92332 -0.136
N -2.07362 -1.78571 4.52264 -0.419
C 0.70732 2.90604 0.66812 -0.149
H -3.81349 0.89564 -3.03171 0.249
H -3.35862 1.31563 -4.68284 0.239
C 1.43632 1.36550 -3.99962 -0.260
H -1.32939 0.27770 1.97784 0.238
H -0.00748 -5.10037 0.49360 0.232
C 2.55326 -3.82335 -1.30487 -0.184
C -1.48898 -0.64453 2.52548 -0.058
N -2.26973 -4.07080 4.49067 -0.775
H -3.05246 2.77423 -0.64126 0.256
H -1.46305 -3.85853 1.93777 0.198
H -2.00371 4.02099 -5.26038 0.242
H -2.89572 5.01699 -4.12842 0.252
H -2.09672 4.22721 -0.94192 0.230
H -2.15547 -4.96521 4.05331 0.400
N -1.35442 -1.79712 1.84490 -0.426
O 2.66359 -1.48224 0.57373 -0.702
C 2.30190 1.77204 3.84129 -0.103
C 1.72378 2.62495 2.87339 -0.022
C 2.68237 -5.11211 0.85849 -0.660
H -2.48793 -4.02909 5.47088 0.419
C -1.83117 -0.66197 3.86525 0.052
H 2.58713 -4.48784 1.74850 0.255
H 2.34182 -2.69245 -3.11688 0.242
C -1.58937 -2.92988 2.47921 -0.005
C -2.06119 4.32130 -4.21505 -1.123
Ce 0.47387 -1.34632 -0.06050 1.282
C -1.97971 -2.92374 3.84133 0.375
Si -2.33569 2.88442 -3.04445 1.623
H 2.48227 -0.27277 -3.06472 0.205
O 1.48985 -2.29765 2.25112 -0.588
C 2.20835 -1.40777 1.76939 0.710
H 0.09332 4.87958 0.18919 0.225
C 1.82662 -3.21852 -2.32361 -0.198
C 1.91113 -4.50511 -0.26939 0.121
C -3.64947 1.72803 -3.71572 -1.112
C 1.31331 2.07555 1.63619 0.135
C 0.43389 -3.30209 -2.34555 -0.241
C -0.45216 0.83627 -2.07755 0.122
H 2.91356 -0.25048 4.27087 0.243
H 3.63191 -3.74069 -1.29770 0.239
H 0.13534 2.91858 -4.64769 0.225
H 2.59638 2.18283 4.79784 0.229
H 1.85767 4.42309 4.05839 0.224
C 1.53459 4.00837 3.11320 -0.195
H -4.60032 2.24376 -3.84911 0.245
H 2.30288 -6.10537 1.09985 0.231
N 1.51325 0.75033 1.37358 -0.445
C 0.95986 4.79569 2.15900 -0.193
C 2.09846 0.00686 2.28631 0.160
H 0.38866 2.47388 -0.26957 0.225
S -1.60787 0.34859 -0.82025 -0.239
C 1.59848 0.35298 -3.08168 0.069
```

Computed properties:
Energy relative to the best compared isomer or geometry (same formula, charge and spin): 0.110 eV
Net charge: +1
LUMO (spin up / spin down): -2.764 / -2.760 eV
E: -73763.7929 eV
Highest occupied orbital energy (spin up / spin down): -0.390 / -0.391 Ha
Multiplicity: 2
Orbital gap (spin up / spin down): 0.2886 / 0.2894 Ha

- Look up the E of the first one.
  -1121177.8734 eV

- Which value of net charge does entry 2 give?
  +1